C27H35FHgN4P2 | ωB97M-V/def2-TZVPD

Structure (XYZ):
```
70
C27H35FHgN4P2 (ωB97M-V/def2-TZVPD)
Hg 0.5863 -3.5275 1.0886
C -0.7838 3.0744 5.4447
C -1.3363 2.2615 4.5435
C -0.9991 1.9533 3.0948
C 0.2129 1.0169 2.8426
C 1.5433 1.6164 3.2359
C 1.8194 2.9019 3.4773
C 0.9306 4.0690 3.8117
C 0.2568 4.1308 5.2113
C 0.2987 -3.6261 3.1604
H -1.1410 2.9991 6.4914
H -2.1047 1.5604 4.9338
H -0.8907 2.8336 2.4386
H -1.8679 1.3788 2.7484
H 0.0225 0.0475 3.3436
H 0.2703 0.7817 1.7546
H 2.3806 0.9116 3.1439
H 2.8712 3.2090 3.4551
H 0.1178 4.2031 3.0873
H 1.5932 4.9529 3.7845
H 1.0202 4.0396 5.9957
H -0.1792 5.1405 5.3445
H -0.7653 -3.7325 3.3918
H 0.7001 -2.7224 3.6461
H 0.8290 -4.5188 3.5489
P 1.4155 -1.4960 -1.0849
P -2.0329 -0.9623 -0.9947
N 2.7226 -0.2815 -1.2548
N 2.1448 -2.6330 -2.2303
N -2.0696 0.8336 -1.2732
N -3.6441 -1.2340 -1.6736
C 0.3649 -0.6213 -2.3107
C -1.0019 -1.2761 -2.5010
C 3.5495 0.1595 -0.2221
C 4.5044 1.0255 -0.7469
C 4.2528 1.1383 -2.1505
C 3.1483 0.3479 -2.4321
C 2.5077 -3.9203 -1.8654
C 2.8689 -4.6510 -2.9856
C 2.7592 -3.7629 -4.0983
C 2.3427 -2.5310 -3.6077
C -1.8382 1.7654 -0.2553
C -1.8050 3.0462 -0.7949
C -2.0062 2.9113 -2.2045
C -2.1161 1.5512 -2.4725
C -4.4209 -0.5208 -2.5982
C -5.4858 -1.3121 -3.0077
C -5.3762 -2.5639 -2.3177
C -4.2383 -2.5057 -1.5310
H 0.8282 -0.5064 -3.2945
H 0.2472 0.3967 -1.9288
H -1.4870 -0.9053 -3.4173
H -0.9038 -2.3630 -2.6109
H 3.3727 -0.1886 0.7847
H 5.2972 1.5178 -0.2048
H 4.8028 1.7042 -2.8832
H 2.6431 0.2105 -3.3729
H 2.3387 -4.2399 -0.8588
H 3.1584 -5.6938 -3.0014
H 2.9243 -4.0037 -5.1402
H 2.1635 -1.6172 -4.1495
H -1.7414 1.4310 0.7646
H -1.6313 3.9676 -0.2532
H -2.0511 3.7051 -2.9391
H -2.2409 1.0403 -3.4148
H -4.1816 0.4862 -2.8909
H -6.2521 -1.0184 -3.7070
H -6.0704 -3.3883 -2.3870
H -3.7854 -3.2301 -0.8717
F 0.6378 -4.7663 -0.6287
```

Results
Orbital gap in Eh: 0.2823
Highest occupied orbital energy in eV: -7.9
Energy relative to the best compared isomer or geometry (same formula, charge and spin) in kJ/mol: 0.00
Electronic energy in eV: -59993.6329

***

C5H14NO2 | ωB97M-V/def2-TZVPD

Structure (XYZ):
```
22
C5H14NO2 (ωB97M-V/def2-TZVPD)
C -1.3924 0.0336 -1.9386
C -0.3148 0.2676 -0.6940
C -0.3452 -0.8949 0.3754
C -1.6417 -1.3682 1.1466
N 0.9292 0.4963 -1.4049
C 1.9249 1.1947 -0.4856
O 2.1957 0.2085 0.4310
H -1.7362 0.9676 -2.3139
H -0.9826 -0.5106 -2.7762
H -2.2972 -0.6279 -1.6800
H -0.5298 1.2495 -0.1206
H -0.0460 -1.8541 -0.0318
H 0.3586 -0.4500 1.1725
H -2.4417 -1.9904 0.5340
H -2.1785 -0.5647 1.7325
H -1.2853 -1.8896 2.0015
H 1.3948 -0.4868 -1.4814
H 2.6594 1.4457 -1.1541
H 1.5785 2.0081 -0.0230
H 2.1288 0.6401 1.5449
H 0.5639 0.9848 2.5359
O 1.4577 1.1405 2.6297
```

Results
Orbital gap in Eh: 0.2836
Highest occupied orbital energy in eV: -3.9
Net charge: -1
Energy relative to the best compared isomer or geometry (same formula, charge and spin) in kJ/mol: 217.98
Electronic energy in eV: -10995.3465

***

C23H57BCu2N3O14V | ωB97M-V/def2-TZVPD

Structure (XYZ):
```
101
C23H57BCu2N3O14V (ωB97M-V/def2-TZVPD)
O 2.4619 -1.9844 2.4998
V 1.7919 -2.0961 1.0996
Cu 0.9879 -1.0235 -2.3670
Cu -1.5542 -0.3288 1.3817
C 2.4495 -3.6124 -1.0526
O 3.2933 -3.0736 -0.2668
O 2.2080 -4.8477 -1.1285
O 1.3288 -3.0129 -0.9724
C -0.4776 -3.5508 1.9677
O -1.3919 -4.2551 1.3820
O -0.2955 -2.2704 1.7822
O 0.6768 -4.0312 1.6961
B 1.1075 -0.1177 0.1165
H 0.2312 -0.7696 -0.2456
H 1.0584 0.9342 -0.3300
H 1.0927 -0.1017 1.2337
H 2.0666 -0.5855 -0.2243
C 2.7095 -3.0378 -4.7607
O 2.6439 -1.9232 -3.9017
C 3.7499 -1.0554 -3.9905
C 3.6433 0.1385 -3.0933
N 2.4456 0.8739 -3.4134
C 2.4144 2.1802 -2.7862
C 1.2003 2.9803 -3.3019
O 1.3035 3.1956 -4.6947
C 0.1909 3.8959 -5.1773
H 3.6017 -3.6560 -4.6234
H 2.7004 -2.7195 -5.8087
H 1.8364 -3.6701 -4.6158
H 3.8727 -0.7035 -5.0239
H 4.6627 -1.6223 -3.7660
H 4.5742 0.7039 -3.2599
H 3.6304 -0.0699 -2.0196
H 2.1628 1.0042 -4.3761
H 3.3308 2.7751 -2.8954
H 2.2439 2.0486 -1.7126
H 1.1948 3.9639 -2.8155
H 0.2728 2.4613 -3.0408
H -0.0544 4.8226 -4.6434
H -0.7024 3.2650 -5.1309
H 0.3482 4.2332 -6.2019
C 0.8168 4.7013 0.5377
O -0.1373 4.1195 1.3953
C 0.2997 2.8971 1.9463
C -0.6639 2.4242 3.0159
N -1.9098 1.9406 2.3982
C -2.9043 1.5851 3.4169
C -2.5024 0.4299 4.2887
O -2.5666 -0.7618 3.5755
C -2.5241 -1.9329 4.3629
H 1.1760 3.9846 -0.2077
H 1.6738 5.1059 1.0851
H 0.3739 5.5382 -0.0017
H 1.3028 3.0176 2.3739
H 0.3306 2.1715 1.1298
H -0.8526 3.1177 3.8421
H -0.1264 1.5548 3.4062
H -2.2222 2.7670 1.8964
H -3.8828 1.3821 2.9779
H -3.0741 2.4583 4.0637
H -3.2518 0.4348 5.0949
H -1.5673 0.6364 4.8223
H -2.6641 -2.7735 3.6860
H -3.2299 -1.8952 5.1976
H -1.5232 -2.0384 4.7960
C -7.0243 -4.7958 1.0261
O -6.4511 -3.5353 1.2776
C -5.2118 -3.3790 0.5964
C -4.5574 -2.1116 1.1391
N -3.1828 -1.9205 0.7361
C -2.9739 -1.6742 -0.6894
C -3.1396 -0.2151 -1.1197
O -2.0850 0.6431 -0.6308
C -2.2779 1.9757 -1.0538
H -6.2687 -5.5670 1.1935
H -7.4497 -4.8487 0.0173
H -7.8791 -4.9821 1.6779
H -5.4030 -3.3418 -0.4829
H -4.5645 -4.2544 0.7180
H -4.6202 -2.1757 2.2287
H -5.2184 -1.2620 0.9442
H -2.6014 -2.7280 0.9963
H -3.6064 -2.2781 -1.3455
H -1.9116 -1.8344 -0.9003
H -4.0975 0.1759 -0.7573
H -3.0852 -0.2001 -2.2107
H -3.2594 2.2854 -0.6777
H -2.2186 2.1193 -2.1353
H -1.5332 2.6357 -0.6076
C 5.9872 1.2035 2.4982
C 4.5480 1.1436 1.9180
C 4.2486 2.0006 0.7249
O 4.2722 -0.2209 1.6114
H 5.9807 1.8555 3.3706
H 6.7061 1.4325 1.7066
H 6.2967 0.2059 2.8096
H 3.8893 1.3349 2.7691
H 4.8056 1.6303 -0.1420
H 4.4554 3.0696 0.8006
H 3.1909 1.8611 0.4905
H 4.8572 -0.4705 0.8843
```

Results
Orbital gap (spin up / spin down) in Eh: 0.1847 / 0.1851
Spin multiplicity: 2
Highest occupied orbital energy (spin up / spin down) in eV: -3.2 / -3.2
Net charge: -1
Electronic energy in eV: -173548.1800
Expectation value of S²: 0.771

***

C4H6N2O | ωB97M-V/def2-TZVPD

Structure (XYZ):
```
13
C4H6N2O (ωB97M-V/def2-TZVPD)
H 3.0957 -0.8495 0.5628
N 2.3163 -1.2425 0.0364
C 1.4136 -0.3787 -0.1485
C 1.5256 0.9984 0.3602
N 1.6987 2.0663 0.7731
O 0.3387 -0.6508 -0.9066
C -0.9480 -0.7363 -0.2640
C -1.6298 0.6070 -0.0819
H -1.5346 -1.3744 -0.9297
H -0.8322 -1.2627 0.6906
H -1.7660 1.1118 -1.0426
H -2.6110 0.4419 0.3720
H -1.0668 1.2694 0.5782
```

Results
Orbital gap in Eh: 0.4222
Highest occupied orbital energy in eV: -11.3
Energy relative to the best compared isomer or geometry (same formula, charge and spin) in kJ/mol: 181.06
Electronic energy in eV: -9271.6253

***

C5H14 | ωB97M-V/def2-TZVPD

Structure (XYZ):
```
19
C5H14 (ωB97M-V/def2-TZVPD)
C -0.9446 1.9758 0.7801
C 0.3134 1.7652 1.6255
C 1.2356 0.8200 0.8129
H -1.2236 3.0398 0.7440
H -0.8445 1.7601 -0.2858
H -1.7003 1.2479 1.1063
H 0.1445 1.4762 2.6661
H 0.7872 2.7438 1.7585
H 0.6461 -0.0840 0.8220
H 2.3179 0.8119 1.0578
H 1.4224 1.2477 -0.1741
C -0.8799 -2.0042 -1.7774
C 0.4279 -2.1226 -0.9620
H -1.7499 -2.1300 -1.1075
H -1.1291 -1.0420 -2.2137
H -0.9589 -2.7790 -2.5405
H 1.1168 -1.4779 -1.4802
H 0.2866 -2.0617 0.1129
H 0.7324 -3.1871 -0.9449
```

Results
Orbital gap in Eh: 0.4444
Highest occupied orbital energy in eV: -11.0
Energy relative to the best compared isomer or geometry (same formula, charge and spin) in kJ/mol: 110.45
Electronic energy in eV: -5410.9049

***

> The lowest electronic energy belongs to which entry?

C23H57BCu2N3O14V

***

> Which of these has the lowest electronic energy?

C23H57BCu2N3O14V

***

> Among the records above, which one has the lowest electronic energy?

C23H57BCu2N3O14V

***

> Among the records above, which one has the lowest electronic energy?

C23H57BCu2N3O14V